Entry 1:
# C19H41N3O14S4

A 7-piece molecular cluster, C19H41N3O14S4 overall (ωB97M-V/def2-TZVPD, the Open Molecules 2025 dataset).

```
81
Properties=species:S:1:pos:R:3:forces:R:3:mulliken_charge:R:1
C -0.98472 0.22033 4.89764 0.07 -1.27 0.90 -0.7954
N -1.40771 1.12075 3.79925 -0.11 1.40 0.65 0.8754
O -1.71402 0.60129 2.73850 0.21 0.16 0.32 -0.4543
O -1.46087 2.33040 4.03153 0.12 -1.38 -0.47 -0.5337
H 0.00818 -0.19309 4.70870 -0.30 -0.05 -0.62 0.2634
H -1.74491 -0.56120 4.98998 0.29 -0.06 -0.54 0.3081
H -0.91559 0.62070 5.90529 -0.20 1.13 -0.42 0.2836
C 1.87329 -6.94629 0.58644 -0.88 -0.25 -0.48 -0.7898
N 1.47095 -5.97597 -0.47839 0.18 1.01 -1.37 0.9795
O 0.33948 -5.44099 -0.46842 2.28 -1.46 -0.09 -0.5651
O 2.32692 -5.78680 -1.35290 -1.62 0.04 1.21 -0.5543
H 1.84707 -6.45509 1.53516 -0.19 0.45 0.45 0.3017
H 2.87546 -7.28375 0.37054 0.00 -0.08 -0.21 0.3068
H 1.11858 -7.73912 0.53618 0.33 0.07 0.13 0.3037
C 3.42915 2.34975 2.55552 0.33 1.10 -0.22 -0.4745
N 2.38623 2.04990 3.56304 0.19 -1.00 -0.70 0.9119
O 2.20742 2.78942 4.48654 -0.02 0.82 0.74 -0.5737
O 1.76595 1.02582 3.37296 -0.55 -0.63 -0.02 -0.4825
H 4.28405 1.63636 2.67490 -0.91 0.73 -0.16 0.2627
H 3.66317 3.40865 2.76166 0.50 -0.67 -0.18 0.2856
H 2.93846 2.31195 1.56878 0.36 -0.38 0.39 0.0599
O 1.60104 5.36329 -0.61791 0.16 0.93 -0.34 -0.7213
S 0.77776 4.19940 -0.54642 0.82 -1.58 -0.72 0.9356
O 1.46399 2.92923 -0.33552 -0.32 0.25 -0.39 -0.4295
C -0.39355 4.34177 0.75873 -1.96 0.80 0.05 -0.3880
C -1.79226 4.32330 0.04559 -0.20 -0.08 -0.28 -0.0171
C -1.58553 4.84680 -1.38790 0.02 -0.51 -0.30 -0.9641
C -0.39986 4.08652 -1.99161 -0.24 -0.57 1.53 -0.3406
H -0.26294 5.24800 1.37975 0.15 -0.22 -0.77 0.2904
H -0.20946 3.51508 1.40676 -0.08 -0.75 0.34 0.1667
H -2.29315 3.35004 -0.00100 0.72 -0.27 0.08 -0.3930
H -2.56120 4.92032 0.52348 0.29 0.42 0.41 0.4908
H -1.39204 5.89412 -1.34475 0.36 0.94 -0.02 0.3880
H -2.46306 4.73607 -2.01387 -0.27 -0.22 0.01 0.4379
H 0.01316 4.40638 -2.94688 0.20 0.37 0.37 0.5179
H -0.69761 3.02593 -2.07734 0.37 0.27 0.10 0.0229
O 4.74335 -0.04978 -0.90485 -0.41 0.08 1.33 -0.6574
S 4.33235 -0.01163 -2.27183 3.16 0.93 -0.33 1.2065
O 5.41231 -0.11287 -3.23049 -0.29 -0.12 -0.40 -0.7613
C 3.16848 -1.23305 -2.60856 0.49 -1.49 1.06 0.0221
C 2.22030 -0.60343 -3.52254 -0.88 0.09 -1.12 -0.9144
C 2.03592 0.83794 -3.05359 -0.21 0.54 -0.94 -0.0682
C 3.42185 1.45681 -2.72829 -0.97 -0.89 0.13 -0.7118
H 2.77973 -1.53985 -1.63972 -0.48 0.19 0.01 -0.4181
H 3.68308 -2.10534 -2.98404 0.32 -0.10 -0.27 0.5253
H 2.55432 -0.64961 -4.55983 0.45 0.24 0.03 0.4019
H 1.34379 -1.22261 -3.55034 -0.98 0.17 0.18 0.3672
H 1.43564 0.87698 -2.15235 -0.20 0.02 0.18 -0.1333
H 1.51505 1.37641 -3.84910 -0.01 0.25 0.28 0.4309
H 3.32121 2.16640 -1.91582 0.24 -0.02 0.19 0.2923
H 4.01803 1.85075 -3.54528 -0.34 0.12 -0.23 0.4089
O 2.05059 -4.10941 1.65524 0.53 -0.03 0.12 -0.6740
S 1.17449 -3.03462 2.04702 -1.87 0.28 0.26 1.0338
O 1.16822 -2.52675 3.40147 0.53 0.03 -0.31 -0.6542
C 1.27783 -1.71346 0.79821 1.02 1.17 1.55 -0.5173
C 0.26742 -2.04909 -0.22881 0.03 -1.31 -0.91 -0.2294
C -0.96766 -2.49119 0.57259 0.08 -2.05 -0.78 -0.5445
C -0.52964 -3.55610 1.63112 0.13 0.91 -0.58 -0.8126
H 2.34812 -1.62163 0.53558 -0.57 -0.08 -0.09 0.5329
H 0.94407 -0.76668 1.28010 0.48 -0.60 0.11 0.1017
H 0.05947 -1.24058 -0.88975 -0.39 1.12 -0.13 0.1293
H 0.66461 -2.78494 -0.94960 -0.39 -0.44 0.62 0.4271
H -1.72911 -2.94517 -0.08802 0.26 0.26 0.26 0.2450
H -1.39467 -1.66572 1.07223 -0.49 1.15 0.53 0.2473
H -0.38375 -4.50429 1.13883 -0.18 -0.23 0.06 0.4108
H -1.21663 -3.65477 2.49177 0.70 0.30 -0.28 0.4037
O -3.79779 1.58046 -2.72926 -0.31 1.08 -0.88 -0.6875
S -3.21670 0.62507 -1.84910 -0.79 -2.61 0.10 1.0074
O -1.79324 0.39854 -1.86582 0.12 0.28 0.19 -0.4540
C -3.88430 0.87546 -0.24919 0.10 1.33 1.75 -0.2009
C -4.89352 -0.21657 0.15973 -0.34 0.31 -0.46 -0.7639
C -5.27277 -0.95373 -1.13786 0.23 2.35 -0.14 -0.6946
C -4.09849 -0.97253 -2.00818 2.82 -0.05 -1.42 -0.6565
H -4.39158 1.85792 -0.33316 0.51 -0.41 0.34 0.4275
H -3.02241 0.89227 0.44592 -0.55 0.36 -0.19 0.0209
H -4.45094 -0.82022 0.93671 0.23 -0.60 -0.07 0.2633
H -5.79171 0.21135 0.62098 0.27 0.12 -0.18 0.3378
H -5.98603 -0.38065 -1.71546 -0.74 0.23 0.34 0.2914
H -5.60464 -1.92198 -1.07356 -1.14 -2.27 0.75 0.4684
H -4.28719 -1.11071 -3.06894 -0.17 -0.05 -0.10 0.5206
H -3.33935 -1.70670 -1.71815 -0.08 -0.02 0.08 0.1142
```
Forces are in eV/Å.

Summary:
* energy relative to the best compared isomer or geometry (same formula, charge and spin): 0.0 kJ/mol
* SMILES: C[N+](=O)[O-].C[N+](=O)[O-].C[N+](=O)[O-].O=S1(=O)CCCC1.O=S1(=O)CCCC1.O=S1(=O)CCCC1.O=S1(=O)CCCC1
* charge: 0
* total energy: -96833.556 eV
* lowest unoccupied orbital energy: -0.03 eV


Entry 2:
# C19H42BrI2N13O9P

A 7-piece molecular cluster, C19H42BrI2N13O9P overall (ωB97M-V/def2-TZVPD, the Open Molecules 2025 dataset).

```
87
Properties=species:S:1:pos:R:3:forces:R:3:mulliken_charge:R:1
C -2.18124 -1.22136 0.84003 -0.20 0.05 -0.69 -0.5305
C -1.90848 -2.19278 -0.33145 -0.36 -0.09 0.80 -0.3031
C -1.00205 -3.39982 0.01651 -0.26 0.41 -1.17 -0.4994
C 0.53481 -3.16829 -0.10015 -0.13 -0.37 1.02 -1.8588
C 1.02262 -1.79569 0.29042 -0.03 -0.15 -0.96 0.8091
C 1.35681 -1.48842 1.58389 -0.87 -0.23 1.56 0.2821
P 1.27646 -2.72103 3.00371 0.95 -1.54 -0.24 0.0941
O 1.86940 -1.85837 4.28547 -0.59 0.78 -0.76 -0.5563
Br -0.84355 -3.06880 3.54301 0.47 0.69 0.11 0.0294
N 1.81669 -0.27242 1.89619 0.04 -0.09 0.06 0.2288
C 1.99862 0.70278 1.01336 0.44 1.52 0.26 -0.2804
C 2.58530 1.99069 1.57307 0.24 -1.30 0.06 -0.7174
C 4.09677 2.17356 1.27885 0.45 1.66 0.85 0.2234
O 4.71129 3.04513 1.81740 -0.76 -1.06 -0.66 -0.4493
I 5.18892 0.85571 -0.05120 -0.36 0.07 0.08 0.1435
C 1.68053 0.50249 -0.31257 0.00 -0.17 -0.60 1.6087
C 1.87712 1.61778 -1.29700 -0.79 1.17 -0.40 -0.6876
C 1.05023 2.91101 -0.94420 0.75 -0.45 0.59 -0.9919
O 1.93373 4.01644 -0.74646 -0.20 -0.22 -0.30 -0.5100
C 1.20258 -0.76698 -0.64891 -0.15 -0.08 -0.89 -0.5158
I 0.76867 -1.14975 -2.69142 0.21 -0.02 0.45 0.1446
H -1.30418 -0.62316 1.12233 -0.07 -0.20 0.12 -0.0095
H -2.93620 -0.51031 0.48036 0.16 -0.01 0.22 0.3900
H -2.64554 -1.72297 1.69852 0.47 0.25 -0.36 0.0741
H -1.58348 -1.62606 -1.20760 0.10 -0.26 0.07 0.0718
H -2.88776 -2.61551 -0.59220 0.18 0.08 -0.06 0.4729
H -1.24015 -4.18554 -0.71273 0.16 0.01 0.21 0.3552
H -1.31585 -3.78402 0.98521 0.29 0.06 -0.01 0.2522
H 0.88599 -3.41540 -1.10311 -0.09 0.18 0.12 0.5170
H 1.03886 -3.87841 0.57471 -0.09 0.04 -0.19 0.5104
H 2.79889 -1.62888 4.13957 0.12 -0.41 0.28 0.3535
H 2.04871 -0.08257 2.86745 -0.23 -0.04 0.02 0.3798
H 2.00986 2.87040 1.28936 0.43 0.06 -0.21 0.1988
H 2.53089 1.92945 2.66933 0.10 0.16 -0.16 0.4847
H 1.58168 1.35252 -2.31297 0.16 -0.39 0.30 0.3503
H 2.92024 1.93635 -1.37156 -0.06 -0.29 0.22 0.0066
H 0.27148 3.11768 -1.67702 0.16 -0.01 0.02 0.2678
H 0.55973 2.76586 0.02006 -0.32 0.13 -0.32 0.4778
H 2.43867 4.11899 -1.56134 0.00 0.27 0.09 0.3596
C -2.41742 4.41088 -1.17771 -0.12 0.12 0.02 0.6457
O -1.75907 3.57853 -0.57445 -0.10 0.00 -0.01 -0.6285
N -2.81461 4.22512 -2.47328 -0.03 -0.15 -0.08 -0.4222
N -2.80852 5.58803 -0.61376 0.01 -0.02 0.11 -0.4201
H -3.35244 4.89403 -2.99215 0.18 0.13 -0.02 0.2289
H -2.54189 3.36744 -2.91876 -0.03 0.02 -0.03 0.1994
H -2.53260 5.75511 0.33620 0.00 0.01 -0.01 0.2274
H -3.34777 6.28360 -1.09333 0.02 -0.01 -0.03 0.1603
C 7.87735 -2.68025 0.75111 -0.01 0.09 0.09 0.6711
O 6.87395 -3.33263 0.51954 -0.01 0.01 0.01 -0.6646
N 9.10562 -3.25705 0.93292 0.09 -0.10 -0.16 -0.4424
N 7.86120 -1.31850 0.84532 -0.04 -0.01 0.04 -0.2180
H 9.94229 -2.73718 1.12527 -0.04 0.01 0.11 0.2236
H 9.15669 -4.25734 0.86888 -0.01 0.01 0.05 0.2115
H 6.97372 -0.86737 0.71283 0.23 -0.10 0.12 -0.0122
H 8.67308 -0.75817 1.03241 0.02 0.00 -0.09 0.1661
C -6.27098 2.43106 -4.33219 -0.03 0.00 0.00 0.6066
O -5.55155 2.35525 -5.31078 0.05 0.01 0.03 -0.6424
N -7.48727 1.81185 -4.26193 -0.06 -0.08 -0.08 -0.3633
N -5.91628 3.14513 -3.22030 -0.03 0.09 0.01 -0.2967
H -8.09213 1.86295 -3.46562 0.03 0.02 0.02 0.1509
H -7.77667 1.28005 -5.06183 0.01 0.02 0.00 0.2227
H -5.02824 3.60778 -3.24437 -0.04 -0.11 0.11 0.1954
H -6.48569 3.22507 -2.39969 0.00 -0.04 0.00 0.1484
C -5.13957 -2.07424 3.51466 -0.28 -0.02 0.07 0.6076
O -4.47567 -1.75639 2.53482 -0.23 -0.16 0.37 -0.5998
N -6.48983 -1.94922 3.56919 0.01 0.11 -0.25 -0.3703
N -4.56293 -2.58802 4.64715 0.19 -0.03 -0.01 -0.3215
H -7.03093 -2.21079 4.37083 0.05 -0.03 0.02 0.1454
H -6.97062 -1.57708 2.76168 -0.04 0.04 -0.01 0.3170
H -3.56707 -2.69419 4.64822 -0.02 0.04 0.05 0.0884
H -5.08113 -2.85637 5.46156 -0.02 0.00 -0.02 0.1577
C -8.91331 0.05721 0.83900 -0.12 0.12 0.00 0.6264
O -8.18368 -0.75186 1.38701 0.01 -0.06 0.01 -0.6947
N -9.37428 -0.12068 -0.43338 0.13 -0.08 -0.13 -0.4105
N -9.32957 1.20262 1.45317 0.09 0.03 0.09 -0.3834
H -9.97720 0.52753 -0.90208 -0.06 -0.01 0.06 0.1643
H -9.08750 -0.95474 -0.91218 -0.02 0.00 0.02 0.2122
H -9.00904 1.36262 2.39020 -0.01 0.00 -0.01 0.2096
H -9.93052 1.87876 1.02244 -0.03 -0.03 -0.01 0.1738
C 11.20730 -1.16864 -2.20721 0.02 -0.02 -0.05 0.5966
O 10.91526 -0.14546 -1.61005 -0.02 -0.04 0.05 -0.6434
N 10.66683 -2.37974 -1.87869 -0.01 0.00 0.09 -0.3658
N 12.09328 -1.18701 -3.24565 0.04 0.11 -0.04 -0.3915
H 10.88576 -3.23792 -2.34752 0.01 0.02 -0.03 0.1498
H 10.01367 -2.39127 -1.11711 -0.07 -0.12 -0.08 0.2134
H 12.50728 -0.31235 -3.50963 0.00 -0.01 0.01 0.2304
H 12.34565 -2.01646 -3.74766 -0.02 -0.01 0.02 0.1644
```
Forces are in eV/Å.

Summary:
* charge: +1
* total energy: -153716.274 eV
* lowest unoccupied orbital energy: -3.75 eV


Entry 3:
# C19H42F7NiSbSi4Te

C19H42F7NiSbSi4Te as an isolated structure (ωB97M-V/def2-TZVPD, the Open Molecules 2025 dataset).

```
75
Properties=species:S:1:pos:R:3:forces:R:3:mulliken_charge:R:1
Ni -2.14085 1.54448 0.09214 0.17 -0.05 -1.02 0.6823
C -2.83504 1.14810 2.50102 0.12 0.06 0.15 0.7637
C -3.82073 1.16312 1.52923 -0.39 0.16 0.18 0.4946
C -3.87912 2.50731 1.00937 -0.27 0.09 0.65 0.3668
C -2.89591 3.31380 1.70285 -0.19 -0.03 -0.01 0.4857
C -2.28006 2.50780 2.63294 0.01 -0.19 0.04 1.6024
C -1.34656 2.89674 3.72577 0.00 -0.01 -0.04 -1.5227
C -2.72782 4.78828 1.53136 0.11 -0.05 -0.15 -1.9636
C -4.96887 3.03546 0.14491 0.18 -0.03 -0.21 -1.7493
C -4.81279 0.08748 1.22306 0.06 -0.01 -0.22 -1.7401
C -2.42916 0.00763 3.36870 -0.04 0.05 0.03 -1.5043
H -0.50295 2.20903 3.80756 0.00 0.02 -0.01 0.1797
H -1.88708 2.88237 4.67970 0.02 -0.03 0.00 0.3831
H -0.94144 3.89147 3.56900 0.00 0.01 0.01 0.3908
H -3.46488 5.33401 2.12822 0.01 0.02 0.00 0.3058
H -2.85777 5.07872 0.48809 0.03 -0.01 0.01 0.3898
H -1.72934 5.10105 1.83255 0.00 -0.01 0.00 0.4150
H -5.78162 3.41185 0.77540 -0.02 -0.01 -0.01 0.3349
H -5.37030 2.25848 -0.50519 -0.01 0.01 0.00 0.4090
H -4.62049 3.86226 -0.47438 -0.02 0.00 -0.01 0.4021
H -5.81938 0.40968 1.50476 0.00 -0.02 0.02 0.2978
H -4.58418 -0.82218 1.77627 0.00 -0.01 -0.02 0.4091
H -4.80538 -0.15362 0.15909 0.03 -0.02 0.02 0.3142
H -2.91899 0.08361 4.34570 0.01 -0.01 0.00 0.3555
H -1.35265 0.01285 3.54266 0.01 -0.02 0.00 0.2505
H -2.70277 -0.94782 2.92397 0.02 -0.02 0.01 0.4410
C 3.86194 -1.31434 -3.22346 0.02 -0.17 -0.03 -1.1558
Si 2.71898 0.05296 -2.60276 0.13 -0.01 -0.33 0.8115
C 1.48954 0.52184 -3.93329 -0.19 0.02 -0.09 -1.2108
C 3.80480 1.52204 -2.28806 0.06 0.17 0.36 -0.9615
Si 1.56335 -1.08107 -0.91900 -0.40 0.01 0.20 0.3907
Te -0.03866 0.13999 0.65681 0.27 -0.17 0.12 -0.3713
Si 2.76989 -2.35558 0.65969 0.05 -0.24 -0.01 0.6053
C 1.60763 -3.15407 1.89859 -0.15 0.04 0.08 -1.0315
C 3.62946 -3.75908 -0.26318 0.05 -0.07 -0.09 -1.1196
C 4.05245 -1.47066 1.67931 0.08 0.30 -0.04 -1.0357
Si -0.02933 -2.49566 -1.94315 -0.08 -0.15 -0.26 0.5159
C 0.88171 -3.73721 -3.03025 0.17 -0.08 -0.04 -1.1207
C -1.03619 -3.45979 -0.68594 0.02 0.06 0.29 -0.9421
C -1.27440 -1.58844 -2.99195 0.02 0.30 -0.05 -0.4561
H 4.42779 -0.98366 -4.09988 -0.04 0.02 0.02 0.4176
H 3.32345 -2.22793 -3.48857 0.04 0.03 0.00 0.2817
H 4.58162 -1.56842 -2.43967 0.02 0.02 -0.06 0.2123
H 1.95872 1.19318 -4.65837 0.02 -0.03 0.02 0.4300
H 0.63556 1.04693 -3.49454 0.03 0.00 -0.03 0.3587
H 1.10960 -0.34951 -4.47154 0.03 0.03 0.02 0.2921
H 4.26430 1.81919 -3.23586 -0.01 -0.05 -0.02 0.4315
H 4.58885 1.28914 -1.56520 0.00 0.02 -0.05 0.2668
H 3.24023 2.36146 -1.88149 0.03 -0.03 -0.06 0.1722
H 0.93556 -3.88530 1.44965 0.02 0.01 0.02 0.3090
H 1.00096 -2.39423 2.39731 0.01 -0.04 0.01 0.2005
H 2.20471 -3.66263 2.66203 0.00 0.00 -0.03 0.3838
H 2.91270 -4.50582 -0.61518 0.03 0.03 0.01 0.2743
H 4.33379 -4.26093 0.40802 -0.03 0.00 -0.01 0.3927
H 4.19089 -3.39930 -1.12856 -0.01 -0.04 0.03 0.2656
H 3.60432 -0.63171 2.21323 0.03 -0.02 0.03 0.1954
H 4.86089 -1.06314 1.06853 -0.01 -0.01 0.02 0.3004
H 4.47309 -2.17044 2.40854 0.00 -0.02 -0.06 0.4092
H 1.72328 -4.19583 -2.50509 -0.03 -0.03 -0.04 0.2543
H 1.28028 -3.24771 -3.92340 -0.03 -0.02 0.02 0.2630
H 0.21123 -4.53749 -3.35818 -0.02 0.05 0.01 0.3865
H -0.42846 -4.12883 -0.07634 -0.03 -0.04 -0.03 0.2819
H -1.79668 -4.05519 -1.19881 0.02 0.03 -0.04 0.3977
H -1.55314 -2.76762 -0.01312 -0.02 -0.05 -0.03 0.1527
H -0.81711 -1.07109 -3.83630 -0.02 -0.06 -0.01 0.2950
H -1.79767 -0.84007 -2.38502 -0.01 -0.09 -0.06 -0.2063
H -2.01816 -2.29163 -3.38082 0.05 -0.04 0.03 0.3601
F -2.79330 0.15636 -0.99212 -0.28 0.06 0.14 -0.7574
F -1.15105 2.59859 -1.02329 -0.17 0.25 0.05 -0.8623
Sb 1.67246 2.16830 1.21394 1.02 0.22 0.37 1.7391
F 3.06072 1.05138 0.48285 0.20 -0.55 0.04 -0.6565
F 1.96170 3.19834 -0.34694 -0.20 0.13 -0.39 -0.5725
F 3.12352 3.02521 2.07785 0.11 0.40 -0.11 -0.5931
F 0.58154 3.61467 1.77511 -0.54 0.03 0.19 -0.5643
F 1.56878 1.28280 2.93312 -0.10 -0.10 0.48 -0.6240
```
Forces are in eV/Å.

Summary:
* energy relative to the best compared isomer or geometry (same formula, charge and spin): 101.0 kJ/mol
* expectation value of S²: 3.777
* charge: -1
* total energy: -125800.535 eV
* multiplicity: 4
* lowest unoccupied orbital energy (spin up / spin down): 2.46 / 0.78 eV


Number 1: F_max 0.064 Eh/bohr. Number 2: F_max 0.037 Eh/bohr. Number 3: F_max 0.021 Eh/bohr.